[1]
ORCA calculation (wB97M-V/def2-TZVPD) on C9H8N4 in the gas phase.

Results
**SMILES**: Nc1ccnc(-c2ccncc2)n1
**Lowest unoccupied orbital energy**: 0.01 eV
**E_HOMO**: -8.98 eV
**Energy**: -566.58119 a.u.
**Orbital gap**: 0.33057 hartree
**Molar mass**: 172.2 g/mol
**Energy above the lowest of the compared OMol25 structures with the same formula, charge and spin**: 605.7 kJ/mol

```
! wB97M-V def2-TZVPD RIJCOSX def2/J DEFGRID3
* xyz 0 1
N -3.3524 -1.6310 0.2885
C -2.6091 -0.5931 -0.0732
C -3.0325 0.7450 -0.2753
C -2.0106 1.7234 0.0140
N -0.6985 1.5820 0.1404
C -0.3983 0.2577 -0.2379
C 1.2348 0.0451 -0.3118
C 1.8399 -1.1625 -0.2239
C 3.1525 -1.4277 -0.0880
N 3.9954 -0.3053 0.0271
C 3.5144 0.9540 0.2064
C 2.1148 1.2400 -0.2795
N -1.1878 -0.8610 -0.2657
H -4.4036 -1.3455 0.1398
H -2.7774 -2.6271 -0.0810
H -4.1185 1.3709 -0.3254
H -2.1508 2.8175 0.5032
H 1.1291 -2.0881 0.2894
H 3.8369 -2.4069 0.3149
H 4.3365 1.6609 0.4099
H 1.5853 2.0517 -0.1718
*
```

Atom charges from the Mulliken analysis, given in e for atoms 1 to 2: -0.487, 0.537



[2]
ORCA calculation (wB97M-V/def2-TZVPD) on a molecular structure, C9H8NO3.

Results
**Lowest unoccupied orbital energy (spin up / spin down)**: -4.20 / -7.80 eV
**E_HOMO (spin up / spin down)**: -9.57 / -14.00 eV
**Energy**: -627.74300 a.u.
**Orbital gap (spin up / spin down)**: 0.19732 / 0.22788 hartree
**Molar mass**: 178.2 g/mol

```
! wB97M-V def2-TZVPD RIJCOSX def2/J DEFGRID3
* xyz 1 3
C 0.8960 0.8930 -2.1495
C 2.1183 0.3312 -1.9868
C -0.2045 0.8835 -1.2836
C 2.4147 -0.3199 -0.7752
C 0.0704 0.1684 -0.1207
C 1.3723 -0.2472 0.1057
C 0.1941 -0.8520 1.9130
C -1.7571 -1.6943 0.4037
C -1.7814 0.8861 1.3565
N -0.7706 -0.1943 0.9506
O -0.1311 -1.2782 2.9616
O -2.8456 -1.4887 0.2115
O 1.4064 -0.8287 1.4798
H 0.7136 1.4475 -3.0271
H 2.8648 0.3403 -2.7833
H -1.0970 1.4914 -1.5627
H 3.3176 -0.8243 -0.5396
H -1.0043 -2.4961 0.5688
H -1.1932 1.6723 1.8301
H -2.0045 1.3963 0.3741
H -2.5791 0.7138 2.0732
*
```

Atom charges from the Mulliken analysis, given in e for atoms 1 to 2: -0.388, -0.663



[3]
ORCA calculation (wB97M-V/def2-TZVPD) on 2 unconnected molecules or ions with the total composition C9H8OS.

Results
**Lowest unoccupied orbital energy (spin up / spin down)**: -1.74 / -1.99 eV
**E_HOMO (spin up / spin down)**: -9.31 / -8.94 eV
**Energy**: -820.97096 a.u.
**Orbital gap (spin up / spin down)**: 0.27826 / 0.25549 hartree
**Molar mass**: 164.2 g/mol
**Energy above the lowest of the compared OMol25 structures with the same formula, charge and spin**: 565.0 kJ/mol

```
! wB97M-V def2-TZVPD RIJCOSX def2/J DEFGRID3
* xyz 0 1
C 1.7789 -1.6513 -1.9323
C 1.0742 -0.6854 -1.9722
C -1.0686 1.0618 2.5763
C -0.0650 1.8066 1.9736
C -2.0056 0.3904 1.8053
C 0.0008 1.8897 0.5951
C -1.9429 0.4653 0.4270
C -0.9427 1.2179 -0.1714
C 2.6466 -2.8173 -1.8449
O -2.0834 0.7594 -2.4701
S -0.8617 1.3564 -1.9517
H -1.1178 1.0041 3.6539
H 0.6669 2.3104 2.5817
H -2.7852 -0.1873 2.2811
H 0.7728 2.4692 0.1108
H -2.6542 -0.0525 -0.1977
H 2.9551 -2.9659 -0.8101
H 2.1017 -3.6961 -2.1873
H 3.5302 -2.6754 -2.4671
*
```

Atom charges from the Mulliken analysis, given in e for atoms 1 to 2: -0.334, 0.315



[4]
ORCA calculation (wB97M-V/def2-TZVPD) on C9H9BO2 in the gas phase.

Results
**SMILES**: OB1OC2(CC2)c2ccccc21
**Lowest unoccupied orbital energy**: 0.70 eV
**E_HOMO**: -9.16 eV
**Energy**: -523.68824 a.u.
**Orbital gap**: 0.36245 hartree
**Molar mass**: 160.0 g/mol

```
! wB97M-V def2-TZVPD RIJCOSX def2/J DEFGRID3
* xyz 0 1
O 2.5228 1.0764 -2.5004
B 1.5513 0.8751 -1.5806
O 1.4166 1.7995 -0.6104
C 0.2539 1.0769 0.4800
C -0.3503 1.8355 1.5905
C 0.8941 0.9560 1.7645
C -0.1822 -0.0849 -0.2587
C -1.1953 -0.9593 0.2232
C -1.2610 -2.2282 -0.5132
C -0.5506 -2.3024 -1.7120
C 0.4413 -1.4952 -2.1007
C 0.5594 -0.3214 -1.3990
H 2.9504 1.9090 -2.3784
H -1.2513 1.5029 1.9551
H -0.3990 2.9660 1.6829
H 1.8697 1.3665 1.8826
H 0.7154 -0.0720 2.2318
H -1.6365 -0.8380 1.1646
H -2.0593 -2.8701 -0.1714
H -0.7902 -3.2551 -2.2517
H 1.0184 -1.5659 -2.9053
*
```

Atom charges from the Mulliken analysis, given in e for atoms 1 to 2: -0.589, 0.675



[5]
ORCA calculation (wB97M-V/def2-TZVPD) on a gas-phase ion, C9H9Br2O3P (charge -2).

Results
**SMILES**: C[C@@H](Br)[C@@](Br)(c1ccccc1)P(=O)([O-])[O-]
**Lowest unoccupied orbital energy**: 5.15 eV
**E_HOMO**: -0.37 eV
**Energy**: -6063.55526 a.u.
**Orbital gap**: 0.20318 hartree
**Molar mass**: 355.9 g/mol

```
! wB97M-V def2-TZVPD RIJCOSX def2/J DEFGRID3
* xyz -2 1
C 1.7429 2.2069 1.4221
C 0.6860 1.1332 1.4312
Br -1.0747 2.0375 1.3727
C 0.8202 0.1557 0.3140
Br 2.4349 -1.1424 1.0519
C -0.3478 -0.6526 -0.0204
C -0.6894 -1.8837 0.5356
C -1.8068 -2.5714 0.0910
C -2.5985 -2.0537 -0.9177
C -2.2636 -0.8314 -1.4809
C -1.1617 -0.1347 -1.0356
P 1.6491 0.8588 -1.3562
O 1.3885 -0.2721 -2.3159
O 3.0865 1.1118 -0.9779
O 0.8040 2.1125 -1.5304
H 1.7247 2.7079 0.4543
H 2.7229 1.7431 1.5285
H 1.5900 2.9280 2.2311
H 0.6349 0.6224 2.4056
H -0.0688 -2.3220 1.3066
H -2.0584 -3.5278 0.5397
H -3.4679 -2.6017 -1.2705
H -2.8615 -0.4287 -2.2900
H -0.8855 0.8045 -1.4888
*
```

Atom charges from the Mulliken analysis, given in e for atoms 1 to 2: -1.511, 0.264



[6]
ORCA calculation (wB97M-V/def2-TZVPD) on 4 unconnected molecules or ions with the total composition C9H9ClF3O9.

Results
**Lowest unoccupied orbital energy**: 2.82 eV
**E_HOMO**: -5.98 eV
**Energy**: -1785.46047 a.u.
**Orbital gap**: 0.32371 hartree
**Molar mass**: 353.6 g/mol
**Energy above the lowest of the compared OMol25 structures with the same formula, charge and spin**: 82.8 kJ/mol

```
! wB97M-V def2-TZVPD RIJCOSX def2/J DEFGRID3
* xyz -1 1
Cl -0.2930 -0.8708 1.3828
C 0.7556 -0.6016 -1.9939
C 1.9801 -1.3569 -1.4725
O 2.8949 -0.3451 -1.3349
C 2.6066 0.5935 -2.2213
O 3.3324 1.5296 -2.4996
O 1.4120 0.3906 -2.7460
F 2.4107 -2.3180 -2.3398
H 0.1266 -0.1594 -1.2214
H 0.1817 -1.2292 -2.6757
H 1.7936 -1.8899 -0.5401
C -3.5174 -2.3023 0.3276
C -3.2742 -1.1633 -0.6458
O -4.4797 -0.4913 -0.7639
C -5.5322 -1.3460 -0.3179
O -6.7154 -1.1324 -0.4284
O -4.9528 -2.4408 0.3025
F -2.8695 -1.7132 -1.8044
H -3.2844 -1.9787 1.3421
H -2.9536 -3.1681 -0.0197
H -2.4885 -0.5085 -0.2689
C 2.3214 1.6488 1.1960
C 2.1627 1.6551 2.6925
O 2.0409 2.9982 3.0963
C 2.3595 3.7333 2.0748
O 2.5467 4.9355 2.1109
O 2.6710 2.9670 1.0358
F 3.1483 1.0665 3.2894
H 1.3347 1.5335 0.7475
H 2.9771 0.9184 0.7220
H 1.3040 1.0455 2.9739
*
```

Atom charges from the Mulliken analysis, given in e for atoms 1 to 2: -0.790, -0.089



[7]
ORCA calculation (wB97M-V/def2-TZVPD) on C9H9ClO in the gas phase.

Results
**SMILES**: C[C@@H]1O/C1=C1\C=CC=C[C@H]1Cl
**Lowest unoccupied orbital energy**: 0.23 eV
**E_HOMO**: -8.18 eV
**Energy**: -883.65822 a.u.
**Orbital gap**: 0.30921 hartree
**Molar mass**: 168.6 g/mol
**Energy above the lowest of the compared OMol25 structures with the same formula, charge and spin**: 316.9 kJ/mol

```
! wB97M-V def2-TZVPD RIJCOSX def2/J DEFGRID3
* xyz 0 1
C -2.7286 -0.8985 -0.6329
C -1.7734 -1.3596 0.4895
O -1.8953 -0.5899 1.7474
C -0.7315 -0.5261 1.0572
C 0.5034 0.0016 0.8895
C 1.2273 0.9076 1.8056
C 2.2707 1.5994 1.3619
C 2.8500 1.3596 0.0546
C 2.3420 0.3815 -0.7689
C 1.3091 -0.6485 -0.2587
Cl 2.3588 -2.0798 0.1325
H -2.8609 -1.6904 -1.3398
H -2.6803 0.1124 -0.9857
H -3.7965 -0.9048 -0.2190
H -1.7752 -2.3779 0.6844
H 0.8861 1.0512 2.8398
H 2.8659 2.2844 1.9700
H 3.5884 2.0568 -0.2518
H 2.6077 0.3255 -1.8043
H 0.6993 -0.9489 -1.1681
*
```

Atom charges from the Mulliken analysis, given in e for atoms 1 to 2: -1.320, 0.125



[8]
ORCA calculation (wB97M-V/def2-TZVPD) on a molecular structure, C9H9CoO6.

Results
**Lowest unoccupied orbital energy (spin up / spin down)**: -6.56 / -6.67 eV
**E_HOMO (spin up / spin down)**: -12.19 / -13.60 eV
**Energy**: -2181.96837 a.u.
**Orbital gap (spin up / spin down)**: 0.20694 / 0.25464 hartree
**Molar mass**: 272.1 g/mol
**Energy above the lowest of the compared OMol25 structures with the same formula, charge and spin**: 272.1 kJ/mol

```
! wB97M-V def2-TZVPD RIJCOSX def2/J DEFGRID3
* xyz 1 4
O 3.7694 -0.3922 2.5929
C 2.7588 -0.1672 2.1014
Co 0.8445 2.2898 -1.8099
O 0.4884 2.8179 1.1966
C 0.5857 2.5009 0.0489
C -0.6904 1.1834 -1.3548
O -1.8719 1.0827 -1.1661
C 0.0802 0.3327 -2.3709
O 0.0192 -0.7125 -2.9439
C 2.0496 3.6145 -1.3415
O 2.2561 4.6332 -0.8085
H 1.8771 1.5804 -2.5323
C -1.6136 -2.2976 0.5848
C -1.0019 -1.4483 1.7576
C -0.2575 -0.3359 1.0855
O 0.0610 -0.7788 -0.2725
C -0.8970 -1.8435 -0.7083
H -1.5306 -3.3884 0.7377
H -2.6896 -2.0499 0.4427
H -0.3455 -2.0836 2.3619
H -1.7698 -1.0419 2.4347
H -0.8057 0.6163 1.0164
H 0.6522 -0.0546 1.6463
H -0.3245 -2.6088 -1.2766
H -1.6442 -1.4491 -1.4221
*
```

Atom charges from the Mulliken analysis, given in e for atoms 1 to 2: -0.159, 0.214



[9]
ORCA calculation (wB97M-V/def2-TZVPD) on a molecular structure, C9H9CrF2N3S2.

Results
**Lowest unoccupied orbital energy (spin up / spin down)**: -0.61 / -1.05 eV
**E_HOMO (spin up / spin down)**: -6.71 / -8.27 eV
**Energy**: -2553.16422 a.u.
**Orbital gap (spin up / spin down)**: 0.22440 / 0.26513 hartree
**Molar mass**: 313.3 g/mol
**Energy above the lowest of the compared OMol25 structures with the same formula, charge and spin**: 0.0 kJ/mol

```
! wB97M-V def2-TZVPD RIJCOSX def2/J DEFGRID3
* xyz 0 5
Cr 0.5793 0.7107 -0.3079
C -3.6460 3.9822 -1.0038
S -3.8596 2.2016 -1.1247
C -2.2884 1.5633 -0.6447
S -0.8407 2.5118 -0.7788
N -2.3575 0.3288 -0.2483
N -1.1086 -0.1824 0.0233
C -1.0457 -1.4328 0.4336
C 0.2560 -1.9065 0.7857
C 0.5128 -3.1811 1.3084
C 1.7941 -3.5074 1.6768
C 2.8202 -2.5685 1.5160
C 2.5133 -1.3450 0.9723
N 1.2649 -1.0099 0.6101
H -4.4548 4.4152 -1.5902
H -2.7001 4.2976 -1.4352
H -3.7187 4.3253 0.0256
H -1.9428 -2.0315 0.5205
H -0.3027 -3.8822 1.4205
H 2.0083 -4.4846 2.0883
H 3.8388 -2.7918 1.7965
H 3.2707 -0.5928 0.7937
F 2.8711 0.0583 -2.0489
C 1.9698 1.0387 -1.7609
F 2.4856 1.6729 -0.5041
H 2.0805 1.8102 -2.5238
*
```

Atom charges from the Mulliken analysis, given in e for atoms 1 to 2: 0.554, -0.853



[10]
ORCA calculation (wB97M-V/def2-TZVPD) on 2 unconnected molecules or ions with the total composition C9H9N2O2S.

Results
**Lowest unoccupied orbital energy**: 3.30 eV
**E_HOMO**: -3.83 eV
**Energy**: -1006.50890 a.u.
**Orbital gap**: 0.26193 hartree
**Molar mass**: 209.3 g/mol
**Energy above the lowest of the compared OMol25 structures with the same formula, charge and spin**: 236.1 kJ/mol

```
! wB97M-V def2-TZVPD RIJCOSX def2/J DEFGRID3
* xyz -1 1
C 2.2198 1.0320 -0.8934
C 1.9317 1.4233 0.3504
C 1.1352 0.5446 -1.7017
C 0.7291 1.2780 0.9336
C -0.1197 0.3789 -1.0921
C -0.3282 0.6489 0.2338
C -2.7167 -0.0671 0.5239
C -5.2185 -1.6304 0.4631
C -1.6257 0.5550 0.9183
N -0.6571 -3.0049 0.9984
N -0.3494 -2.7888 -0.1983
O -6.3529 -1.2686 0.3255
O -4.4362 -2.4798 0.2479
S -4.1656 -0.0729 1.4625
H 3.1536 1.2317 -1.3699
H 2.7101 2.1084 0.8755
H 1.3855 0.3268 -2.6683
H 0.6095 1.4766 2.0392
H -0.8824 -0.0308 -1.8298
H -2.8689 -0.4586 -0.4016
H -1.5953 -3.2170 1.1981
H -1.6537 0.7006 1.9849
H -1.1358 -2.8980 -0.7915
*
```

Atom charges from the Mulliken analysis, given in e for atoms 1 to 2: -0.612, -0.112



[11]
ORCA calculation (wB97M-V/def2-TZVPD) on 2 unconnected molecules or ions with the total composition C9H9N3O2.

Results
**SMILES**: O=c1cc[nH]c(=O)[nH]1.c1ccncc1
**Lowest unoccupied orbital energy**: 0.24 eV
**E_HOMO**: -9.35 eV
**Energy**: -663.03443 a.u.
**Orbital gap**: 0.35239 hartree
**Molar mass**: 191.2 g/mol
**Energy above the lowest of the compared OMol25 structures with the same formula, charge and spin**: 354.0 kJ/mol

```
! wB97M-V def2-TZVPD RIJCOSX def2/J DEFGRID3
* xyz 0 1
O 1.0713 0.6054 -4.2628
C 0.8951 0.1798 -3.0875
C -0.3599 0.1790 -2.2961
C -0.3946 -0.5832 -1.2122
N 0.6281 -1.2645 -0.6793
C 1.7915 -1.3460 -1.3540
O 2.9029 -1.7081 -1.0267
N 1.7280 -0.8780 -2.6071
H -1.0451 0.8864 -2.7436
H -1.2668 -0.8514 -0.5465
H 0.7987 -1.4443 0.4584
H 2.7821 -0.9006 -2.9158
C -1.7937 0.4084 2.5755
C -0.8610 -0.6455 2.4192
C 0.2664 -0.1546 1.8147
N 0.4576 1.0969 1.2415
C -0.5485 1.9379 1.3669
C -1.6588 1.5651 2.0475
H -2.7441 0.2872 3.0319
H -0.9360 -1.6450 2.8837
H 1.1864 -0.8966 1.8068
H -0.3507 2.9479 0.9365
H -2.5490 2.2239 2.1492
*
```

Atom charges from the Mulliken analysis, given in e for atoms 1 to 2: -0.625, 0.484



[12]
ORCA calculation (wB97M-V/def2-TZVPD) on 2 unconnected molecules or ions with the total composition C9H9N3O2.

Results
**SMILES**: O=c1cc[nH]c(=O)[nH]1.c1ccncc1
**Lowest unoccupied orbital energy**: 0.33 eV
**E_HOMO**: -9.33 eV
**Energy**: -662.98310 a.u.
**Orbital gap**: 0.35525 hartree
**Molar mass**: 191.2 g/mol
**Energy above the lowest of the compared OMol25 structures with the same formula, charge and spin**: 488.7 kJ/mol

```
! wB97M-V def2-TZVPD RIJCOSX def2/J DEFGRID3
* xyz 0 1
O -4.1522 -0.9381 0.7484
C -3.1499 -0.2608 0.4663
C -3.2405 1.1424 -0.1506
C -2.0404 1.4425 -0.7221
N -0.9313 0.6606 -0.9367
C -0.7679 -0.5578 -0.2482
O 0.0589 -1.3975 -0.6050
N -1.8167 -0.8063 0.6324
H -3.9842 1.9492 0.1998
H -2.0265 2.5157 -1.1051
H -0.1047 1.1018 -1.2042
H -1.9234 -1.9106 0.7009
C 3.2771 -0.5173 -0.9911
C 4.0454 -0.1967 0.1976
C 3.4667 0.4048 1.2149
N 2.1828 0.9049 1.3206
C 1.4708 0.3681 0.2452
C 1.9623 -0.1489 -0.9968
H 3.7667 -0.9293 -1.8418
H 4.9291 -0.5409 0.4489
H 4.1986 0.6004 1.9475
H 0.5410 0.8625 0.2173
H 1.1636 -0.3349 -1.7146
*
```

Atom charges from the Mulliken analysis, given in e for atoms 1 to 2: -0.579, 0.451